# 1
# C21H38As7F42N5O3

C21H38As7F42N5O3 as an isolated structure in a non-equilibrium geometry (wB97M-V/def2-TZVPD, OMol25).

XYZ file:
```
116
Properties=species:S:1:pos:R:3:mulliken_charge:R:1
C -5.787 -0.111 4.199 -1.1353
C -5.753 0.084 2.706 0.7811
O -6.743 0.250 2.077 -0.4670
N -4.398 0.067 2.104 0.1938
H -3.747 0.795 2.454 0.0859
H -3.992 -0.839 2.332 0.3619
C -4.342 0.299 0.572 -0.3722
H -5.214 0.646 4.741 0.2116
H -5.270 -1.039 4.467 0.3612
H -6.821 -0.169 4.515 0.3608
H -3.404 -0.154 0.280 -0.0113
H -4.565 1.345 0.388 0.2686
H -5.249 -0.214 0.249 0.4260
C 1.242 5.974 1.113 -0.3638
C 1.278 6.142 2.592 0.4128
O 2.257 6.144 3.251 -0.4639
N -0.086 6.405 3.210 0.0768
H -0.066 7.264 3.758 0.3956
H -0.736 6.547 2.433 0.3123
C -0.522 5.257 4.091 -0.7944
H 1.785 6.796 0.644 0.3906
H 0.286 5.748 0.644 0.2629
H 1.882 5.114 0.917 -0.1391
H -1.291 5.617 4.768 0.4054
H 0.325 4.849 4.636 0.4011
H -0.983 4.440 3.540 0.0278
C 0.784 -0.448 1.973 -0.7049
C 0.068 0.051 0.770 -0.6168
O -1.036 -0.308 0.525 0.0220
N 0.685 1.079 -0.175 0.5983
H 1.706 1.179 -0.137 0.2217
H 0.476 0.644 -1.083 0.3557
C -0.026 2.419 -0.033 -0.5974
H -0.001 -0.912 2.567 0.4853
H 1.323 0.263 2.595 0.4063
H 1.480 -1.249 1.713 -0.0119
H -0.132 2.705 1.013 0.0152
H -0.948 2.420 -0.595 0.3173
H 0.664 3.203 -0.338 0.4487
C 2.975 -6.484 -8.111 -1.0049
N 2.400 -5.892 -6.891 0.0811
C 3.201 -5.120 -6.125 -0.4202
C 2.728 -4.550 -4.970 -0.4763
C 1.484 -4.982 -4.484 0.4963
C 0.656 -5.695 -5.337 -0.7155
C 1.124 -6.146 -6.548 -0.2295
C 1.077 -4.726 -3.094 1.3817
C 1.932 -4.839 -2.022 -0.3357
C 1.505 -4.499 -0.745 -0.2416
N 0.243 -4.094 -0.540 0.4048
C -0.638 -4.080 -1.561 -0.6927
C -0.218 -4.270 -2.851 -0.7054
C -0.217 -3.791 0.852 -0.7961
H 2.406 -7.352 -8.429 0.3138
H 4.016 -6.777 -8.018 0.3648
H 2.888 -5.682 -8.846 0.3803
H 4.192 -4.859 -6.468 0.4580
H 3.304 -3.871 -4.348 0.6111
H -0.371 -5.973 -5.141 0.4318
H 0.521 -6.697 -7.253 0.4002
H 2.925 -5.262 -2.096 0.4215
H 2.067 -4.674 0.163 0.4932
H -1.646 -3.778 -1.313 0.3097
H -0.973 -4.246 -3.623 0.1186
H 0.651 -3.470 1.426 0.1229
H -0.640 -4.719 1.230 0.4071
H -0.954 -2.992 0.872 0.1846
As -1.785 1.413 5.278 2.1285
F -3.163 1.040 6.289 -0.5363
F -2.424 3.035 5.141 -0.4578
F -0.486 1.890 4.231 -0.4656
F -1.133 -0.176 5.440 -0.4668
F -2.715 0.909 3.862 -0.8081
F -0.884 1.911 6.707 -0.5488
As 0.376 4.827 -3.424 2.0817
F 1.496 3.576 -2.898 -0.4716
F -0.419 3.738 -4.551 -0.5227
F -0.657 6.132 -3.918 -0.5202
F 1.052 5.874 -2.200 -0.4999
F 1.518 5.319 -4.641 -0.5168
F -0.740 4.299 -2.165 -0.5646
As -3.579 4.164 1.478 2.0228
F -2.001 4.876 1.230 -0.4189
F -4.481 5.639 1.190 -0.4999
F -5.091 3.313 1.850 -0.5621
F -2.771 2.668 1.919 -0.3561
F -3.454 4.662 3.148 -0.4782
F -3.697 3.666 -0.174 -0.4386
As 1.926 -3.573 4.000 2.0273
F 3.511 -3.898 4.673 -0.5143
F 2.577 -3.294 2.385 -0.4862
F 0.288 -3.353 3.351 -0.5088
F 1.187 -3.877 5.561 -0.5280
F 1.990 -1.903 4.414 -0.4303
F 1.915 -5.268 3.568 -0.5304
As -1.902 -0.516 -2.948 2.0892
F -1.490 -1.790 -4.091 -0.5616
F -3.100 0.035 -4.095 -0.5227
F -2.423 0.710 -1.833 -0.3574
F -0.655 -1.148 -1.881 -0.5897
F -0.779 0.583 -3.656 -0.4659
F -3.021 -1.656 -2.198 -0.5593
As 3.893 2.598 1.514 2.0111
F 4.144 2.216 3.168 -0.5121
F 5.559 2.086 1.268 -0.5231
F 3.573 2.855 -0.178 -0.4370
F 2.197 3.004 1.890 -0.5481
F 4.438 4.258 1.640 -0.5194
F 3.330 0.943 1.297 -0.4961
As 3.711 -1.502 -1.832 2.1424
F 2.438 -1.668 -0.636 -0.4912
F 4.514 -3.013 -1.368 -0.5282
F 5.012 -1.339 -2.978 -0.5328
F 3.028 0.025 -2.343 -0.4605
F 4.672 -0.697 -0.652 -0.4995
F 2.735 -2.376 -3.041 -0.4598
```

Its spin multiplicity is 1. Its HOMO energy is -6.7 eV. As for the total charge: -2. The energy above the lowest of the compared OMol25 structures with the same formula, charge and spin is 0.00 kcal per mole.

# 2
# C4H6N2O4

A 2-piece molecular cluster, C4H6N2O4 overall in a non-equilibrium geometry (wB97M-V/def2-TZVPD, OMol25).

XYZ file:
```
16
Properties=species:S:1:pos:R:3:nbo_charge:R:1
C 0.818 1.352 1.105 -0.6600
C 0.156 0.560 0.025 0.1380
N -1.239 0.664 -0.081 0.5057
O -1.810 0.133 -1.049 -0.4458
O -1.830 1.271 0.785 -0.3531
N 0.923 0.188 -1.006 0.4508
O 2.126 0.333 -1.016 -0.3680
O 0.374 -0.420 -2.070 -0.4847
H 0.188 1.383 1.988 0.2527
H 0.977 2.377 0.765 0.2406
H 1.791 0.928 1.342 0.2452
H -0.635 -0.438 -1.930 0.5037
C -0.799 -2.368 -0.110 -0.1967
C -0.111 -1.742 0.647 -0.3009
H -1.412 -2.780 -0.856 0.2347
H 0.485 -1.443 1.462 0.2379
```

Its spin multiplicity is 1. Its HOMO energy is -9.5 eV. The energy above the lowest of the compared OMol25 structures with the same formula, charge and spin is 224.71 kcal per mole.

> Look up the spin multiplicity of the first one.

1

> Which formula does entry 1 have?

C21H38As7F42N5O3

> What is the HOMO in the second record?

-9.5 eV